C52H63NO14S2 | ωB97M-V with the def2-TZVPD basis set

Gap between HOMO and LUMO ... 8.44 eV
Total charge ... 0
E_LUMO ... -1.016 eV
SMILES ... CCCON(C)[C@H](C[C@@H]1CO1)[C@@H](CCCS(=O)(=O)O)O[C@@](CC=O)(CCCCCCCOC)S(C)(=O)=O.O=C1c2ccccc2C(=O)c2ccccc21.O=C1c2ccccc2C(=O)c2ccccc21
Calculated total energy ... -3923.6132 a.u.
M ... 990.20 g mol⁻¹

XYZ file:
```
132
Properties=species:S:1:pos:R:3:forces:R:3:lowdin_charge:R:1
C 0.9396 -1.4739 3.1563 -0.529 0.400 0.164 -0.08
C -0.5983 -1.3219 3.1616 0.635 0.140 -0.255 -0.21
C -1.2122 -2.0567 1.9715 -0.345 -0.419 0.758 -0.21
O -2.4224 -1.4495 1.5249 0.305 0.113 -0.149 -0.15
N -2.3538 -1.1278 0.1239 -0.788 0.168 -0.027 -0.13
C -2.8888 -2.3228 -0.5521 0.872 -0.280 0.318 -0.05
C -3.2521 0.0632 -0.0013 0.623 -0.749 -0.368 -0.20
C -4.7232 -0.2791 -0.1483 -0.868 0.679 0.030 -0.09
C -5.5588 0.8936 0.2995 1.160 0.587 0.360 -0.31
C -5.7018 1.0192 1.7668 0.364 -0.164 -1.196 -0.07
O -6.7513 0.5648 0.9165 -1.177 -0.348 0.242 -0.03
C -2.6566 1.0394 -1.0597 -1.259 -0.419 -0.270 -0.25
C -3.5210 1.2953 -2.3014 0.773 0.026 -0.056 -0.12
C -3.3892 0.1818 -3.3600 -0.293 0.500 -0.226 -0.19
C -4.6948 -0.3212 -3.9754 0.052 -0.308 -0.054 -0.23
S -5.5054 0.9586 -4.9013 0.511 1.291 -0.379 0.58
O -4.7727 1.2144 -6.0934 0.270 -0.654 -0.382 -0.26
O -5.7622 2.1061 -4.0836 -0.503 -0.282 0.612 -0.27
O -6.8983 0.3126 -5.3032 0.040 -0.316 0.127 -0.14
O -2.4898 2.3165 -0.4413 0.426 -0.334 0.071 -0.07
C -1.2056 2.6668 -0.0081 0.731 0.483 0.966 -0.47
C -0.4096 1.5179 0.6564 -0.030 0.422 -0.560 -0.08
C 0.8591 1.9188 1.3963 1.772 -1.152 -0.247 -0.20
O 1.9225 1.3500 1.1527 -1.667 0.868 0.352 0.04
C -0.4564 3.4620 -1.0746 -0.014 -0.170 -0.693 -0.12
C 0.1631 2.6552 -2.2343 0.534 0.271 0.151 -0.15
C 1.5628 2.0899 -1.9230 -0.179 0.450 -0.294 -0.21
C 2.5177 2.1619 -3.1174 0.245 -0.701 0.266 -0.21
C 3.9804 2.1400 -2.6893 0.286 -0.415 -0.084 -0.21
C 4.3608 0.8656 -1.9432 0.134 0.102 0.367 -0.18
C 5.8402 0.8082 -1.6103 0.002 0.186 0.565 -0.24
O 6.1697 -0.4628 -1.0538 0.186 0.141 -0.404 -0.19
C 7.1005 -1.1992 -1.8114 -0.119 -0.793 0.053 -0.12
S -1.5478 3.9300 1.3223 -1.106 1.871 -0.594 0.68
C -2.1654 3.0755 2.7613 -0.155 -0.531 -0.039 -0.11
O -0.3829 4.7294 1.6051 0.843 -1.036 0.473 -0.31
O -2.6488 4.7276 0.8495 -0.548 -0.376 -0.107 -0.30
H 1.2381 -2.3713 2.6200 0.157 -0.182 0.221 0.07
H 1.3170 -1.4690 4.1758 0.194 -0.229 -0.011 0.07
H 1.3881 -0.6224 2.6505 0.113 -0.074 -0.156 0.05
H -1.0173 -1.7024 4.0897 -0.096 -0.045 0.048 0.10
H -0.8344 -0.2571 3.1306 -0.185 0.009 -0.094 0.08
H -1.4855 -3.0508 2.3402 0.067 -0.154 -0.206 0.12
H -0.4966 -2.2071 1.1660 -0.079 0.398 -0.245 0.12
H -3.2632 -2.1147 -1.5490 -0.179 0.181 0.029 0.07
H -2.0627 -3.0258 -0.6705 0.016 -0.058 -0.018 0.09
H -3.6218 -2.8102 0.0898 -0.348 0.077 -0.234 0.10
H -3.1547 0.5598 0.9587 0.077 0.110 0.049 0.13
H -5.0492 -0.5422 -1.1526 0.289 -0.250 -0.135 0.11
H -5.0680 -1.0571 0.5329 0.468 -0.384 -0.087 0.13
H -5.4989 1.8053 -0.2716 -0.392 0.243 -0.252 0.15
H -5.1229 0.2273 2.2254 -0.354 0.136 0.944 0.12
H -5.8953 1.9853 2.2014 0.204 0.013 0.377 0.12
H -1.7458 0.5812 -1.4425 0.377 0.291 0.359 0.13
H -3.0917 2.1932 -2.7419 -0.160 0.178 0.018 0.13
H -4.5443 1.5539 -2.0617 -0.119 -0.142 0.029 0.09
H -2.7995 0.5748 -4.1891 0.120 -0.038 -0.034 0.12
H -2.8218 -0.6738 -2.9999 -0.122 -0.131 0.155 0.10
H -5.4070 -0.7222 -3.2569 -0.039 0.060 0.075 0.10
H -4.4456 -1.0933 -4.7014 -0.246 -0.101 -0.090 0.11
H -7.5991 0.8549 -4.9156 -0.076 0.028 0.066 0.10
H -0.0954 0.8200 -0.1137 0.022 -0.163 0.017 0.12
H -1.0951 0.9844 1.3135 0.160 -0.096 0.183 0.09
H 0.8587 2.6809 2.1941 -0.331 -0.022 -0.193 0.12
H -1.1676 4.1679 -1.5027 -0.222 -0.008 0.147 0.13
H 0.3364 4.0772 -0.6535 0.049 -0.095 0.300 0.12
H 0.3270 3.3791 -3.0331 -0.243 0.074 -0.103 0.11
H -0.5021 1.8984 -2.6490 -0.115 -0.048 0.059 0.10
H 2.0057 2.6967 -1.1326 -0.032 -0.044 0.194 0.11
H 1.5059 1.0661 -1.5602 0.111 -0.033 0.138 0.10
H 2.3655 1.2559 -3.7114 -0.117 0.188 -0.381 0.12
H 2.3422 3.0354 -3.7439 -0.200 0.060 0.012 0.11
H 4.6172 2.2119 -3.5751 -0.006 0.151 -0.068 0.11
H 4.2238 2.9877 -2.0441 -0.099 0.172 -0.060 0.12
H 3.8280 0.8444 -0.9904 -0.137 -0.220 -0.013 0.11
H 4.1058 -0.0454 -2.4900 -0.140 0.081 -0.181 0.13
H 6.0707 1.5541 -0.8436 0.018 0.139 -0.076 0.12
H 6.4634 1.0446 -2.4758 0.024 -0.157 -0.125 0.12
H 7.0419 -1.0115 -2.8851 -0.036 0.276 -0.033 0.09
H 8.1285 -1.0708 -1.4681 0.060 0.307 -0.078 0.06
H 6.8635 -2.2583 -1.6880 -0.024 -0.033 0.106 0.09
H -2.1343 3.7401 3.6192 0.232 0.239 -0.119 0.08
H -1.6513 2.1445 2.9858 0.208 0.099 0.050 0.05
H -3.2068 2.8536 2.5432 -0.045 -0.048 -0.111 0.06
C -9.2507 -1.2839 1.4407 -0.061 -0.014 -0.025 -0.06
C -9.8553 -1.6794 0.2526 0.023 -0.023 0.059 -0.05
C -9.8890 -3.0183 -0.0995 -0.047 0.146 -0.071 0.00
C -9.3068 -3.9684 0.7296 0.091 -0.031 0.106 -0.09
C -8.6793 -3.5681 1.9125 -0.028 -0.083 -0.092 -0.08
C -8.6639 -2.2256 2.2681 -0.015 0.139 -0.010 0.00
C -8.0075 -4.5627 2.7941 0.093 0.084 0.208 -0.28
O -7.4650 -4.2183 3.8237 0.006 -0.011 -0.024 0.10
C -8.0102 -5.9927 2.3749 -0.054 0.010 -0.119 -0.08
C -7.3432 -6.9300 3.1534 0.065 -0.135 0.067 0.00
C -7.3472 -8.2642 2.7844 -0.037 -0.004 -0.051 -0.06
C -8.0253 -8.6702 1.6395 0.023 0.033 0.044 -0.06
C -8.6875 -7.7398 0.8571 0.033 -0.160 -0.010 0.00
C -8.6757 -6.3980 1.2161 0.036 0.091 0.087 -0.08
C -9.3658 -5.4051 0.3446 -0.125 -0.055 -0.202 -0.28
O -9.9550 -5.7596 -0.6553 0.025 -0.001 0.010 0.10
H -9.2311 -0.2388 1.7158 0.036 0.005 -0.023 0.11
H -10.3020 -0.9397 -0.3988 -0.011 0.005 0.009 0.11
H -10.3634 -3.3294 -1.0201 0.007 -0.116 0.034 0.12
H -8.1875 -1.9205 3.1896 0.041 -0.102 0.015 0.12
H -6.8201 -6.6119 4.0447 -0.048 0.110 -0.010 0.12
H -6.8232 -8.9920 3.3898 -0.005 -0.002 0.004 0.11
H -8.0328 -9.7147 1.3566 0.000 -0.001 0.001 0.11
H -9.2120 -8.0511 -0.0357 -0.025 0.112 -0.026 0.12
C 12.2000 6.0009 0.7755 0.047 -0.032 0.003 -0.06
C 13.4937 5.4894 0.7875 -0.062 0.003 -0.008 -0.06
C 13.7005 4.1212 0.7493 0.098 0.130 0.001 0.00
C 12.6142 3.2566 0.7098 -0.138 -0.008 0.013 -0.08
C 11.3153 3.7697 0.7199 0.094 -0.097 0.000 -0.08
C 11.1136 5.1438 0.7423 0.019 0.158 0.012 0.00
C 10.1348 2.8605 0.7241 -0.226 0.087 -0.005 -0.28
O 9.0063 3.3058 0.7269 0.018 -0.006 -0.010 0.11
C 10.3770 1.3907 0.7318 0.144 -0.007 0.006 -0.08
C 9.2932 0.5250 0.7911 -0.136 -0.088 0.011 0.00
C 9.5011 -0.8433 0.7845 0.069 -0.058 0.044 -0.07
C 10.7924 -1.3552 0.7103 -0.038 0.064 0.005 -0.05
C 11.8775 -0.4964 0.6573 -0.025 -0.156 0.000 0.00
C 11.6755 0.8778 0.6763 -0.084 0.099 -0.002 -0.08
C 12.8549 1.7872 0.6509 0.222 -0.093 -0.010 -0.28
O 13.9826 1.3439 0.5884 -0.015 0.008 0.007 0.11
H 12.0411 7.0710 0.7969 0.000 0.001 0.001 0.11
H 14.3411 6.1612 0.8250 0.000 0.002 -0.008 0.11
H 14.7047 3.7203 0.7532 -0.042 -0.108 -0.020 0.12
H 10.1067 5.5377 0.7379 -0.044 -0.108 0.013 0.12
H 8.2882 0.9217 0.8444 0.032 0.082 -0.031 0.12
H 8.6536 -1.5141 0.8351 -0.012 0.012 0.013 0.11
H 10.9511 -2.4256 0.6972 0.000 0.000 0.007 0.11
H 12.8834 -0.8895 0.6042 0.045 0.110 0.010 0.12
```
Forces are in eV/Å.